This record from the Open Molecules 2025 dataset describes 3 unconnected molecules or ions with the total composition C4H8O2 at a distorted geometry. The level of theory is ωB97M-V/def2-TZVPD.

Geometry as XYZ:
```
14
C4H8O2 | the Open Molecules 2025 dataset | ωB97M-V/def2-TZVPD
O -2.080 2.220 1.012
O 0.619 -0.779 1.207
C -0.101 -0.547 0.089
C -0.375 0.996 -0.159
C 0.704 -0.826 -1.106
C -1.120 1.493 1.062
H 1.692 -0.372 -1.144
H -1.083 -1.058 0.032
H 1.371 -2.226 -0.285
H -0.965 1.213 -1.062
H 0.579 1.540 -0.210
H 0.186 -0.878 -2.075
H 1.262 -1.888 0.631
H -0.690 1.112 2.009
```

calculated total energy: -307.5095 Ha
orbital gap: 9.11 eV
maximum force: 2.34 eV/Å